Record 1
This record from the OMol25 dataset describes a cluster of 2 separate species, C3H8N3OS in total. The level of theory is ωB97M-V/def2-TZVPD.

Its multiplicity is 1. The energy above the lowest of the compared OMol25 structures with the same formula, charge and spin comes out at 491.77 kJ/mol. The calculation puts the HOMO-LUMO gap (alpha / beta) at 7.7 / 6.1 eV. The charge is +1.

Positions of all 16 atoms, in Å:
C1 -0.125 -0.406 -0.073
C2 -2.256 -1.395 0.206
C3 0.465 1.858 -0.115
N1 3.828 0.022 0.040
N2 -0.818 -1.495 -0.087
N3 -0.530 0.808 0.145
O1 4.478 0.949 0.225
S1 2.853 -1.040 -0.185
H1 -2.829 -2.258 -0.132
H2 -2.441 -1.310 1.259
H3 -2.729 -0.478 -0.441
H4 1.001 1.410 -0.957
H5 1.114 1.888 0.666
H6 -0.069 2.811 -0.476
H7 -0.444 -2.355 -0.387
H8 -1.500 0.990 0.313

---

Record 2
This record from the OMol25 dataset describes the ion C3H8N3OS with charge +1. The level of theory is ωB97M-V/def2-TZVPD.

Its multiplicity is 1. The energy above the lowest of the compared OMol25 structures with the same formula, charge and spin comes out at 368.18 kJ/mol. The calculation puts the HOMO-LUMO gap (alpha / beta) at 7.9 / 7.9 eV. As for the SMILES: CSN/[NH+]=C\N=C/O. The charge is +1.

Positions of all 16 atoms, in Å:
C1 -1.668 3.151 1.264
S1 -0.734 2.199 -0.107
N1 -0.831 0.061 0.364
N2 -1.010 -0.914 -0.524
C2 -0.134 -1.836 -0.874
N3 1.053 -1.927 -0.572
C3 2.240 -1.885 -0.237
O1 3.211 -1.477 -0.941
H1 -2.616 3.489 0.830
H2 -0.995 3.990 1.520
H3 -1.743 2.236 1.894
H4 -0.032 -0.171 0.932
H5 -1.885 -0.903 -1.075
H6 -0.578 -2.741 -1.406
H7 2.581 -2.263 0.767
H8 3.141 -1.010 -1.835

---

Record 3
This record from the OMol25 dataset describes the ion C3H8N3S2 with charge +1. The level of theory is ωB97M-V/def2-TZVPD.

Its multiplicity is 1. The energy above the lowest of the compared OMol25 structures with the same formula, charge and spin comes out at 433.22 kJ/mol. The calculation puts the HOMO-LUMO gap (alpha / beta) at 7.5 / 6.4 eV. The charge is +1.

Positions of all 16 atoms, in Å:
C1 1.524 -0.224 1.240
C2 -0.906 1.102 0.428
C3 -0.580 -0.342 -1.437
N1 0.877 -0.562 0.174
N2 2.335 -1.195 1.679
N3 0.102 0.369 -0.376
S1 1.349 1.246 2.150
S2 -1.436 2.640 0.117
H1 -1.573 0.354 1.002
H2 -1.104 0.317 -2.075
H3 0.230 -0.713 -2.105
H4 -1.129 -1.194 -1.038
H5 2.192 -2.168 1.307
H6 2.974 -1.066 2.350
H7 0.841 0.934 -0.886
H8 -2.729 2.713 0.748

---

Record 4
This record from the OMol25 dataset describes an isolated molecule of C3H8N4O. The level of theory is ωB97M-V/def2-TZVPD.

Its multiplicity is 1. The energy above the lowest of the compared OMol25 structures with the same formula, charge and spin comes out at 484.30 kJ/mol. The calculation puts the HOMO-LUMO gap at 9.7 eV. As for the SMILES: [H]/N=C(\C)NO/C=N\N.

Positions of all 16 atoms, in Å:
H1 2.016 1.762 -0.258
N1 1.181 1.544 0.249
C1 1.036 0.270 0.255
C2 1.899 -0.708 -0.456
N2 0.128 -0.267 1.124
O1 -0.495 -1.368 0.786
C3 -1.534 -1.146 -0.024
N3 -2.191 -0.114 -0.470
N4 -2.082 1.137 0.169
H2 1.256 -1.038 -1.312
H3 2.865 -0.357 -0.847
H4 2.025 -1.640 0.121
H5 -0.571 0.422 1.436
H6 -1.465 -1.892 -0.787
H7 -2.853 1.683 -0.145
H8 -1.214 1.711 0.159

---

Record 5
This record from the OMol25 dataset describes an isolated molecule of C3H8N4O. The level of theory is ωB97M-V/def2-TZVPD.

Its multiplicity is 1. The energy above the lowest of the compared OMol25 structures with the same formula, charge and spin comes out at 319.69 kJ/mol. The calculation puts the HOMO-LUMO gap at 8.6 eV. As for the SMILES: C/C(N=C(N)N)=N\O.

Positions of all 16 atoms, in Å:
C1 -2.324 0.555 -0.040
C2 -0.876 0.292 0.198
N1 0.079 1.192 -0.022
C3 1.217 0.411 -0.027
N2 2.286 0.784 0.740
N3 1.607 -0.296 -1.151
N4 -0.322 -0.857 0.614
O1 -1.059 -1.991 0.162
H1 -2.487 1.621 -0.202
H2 -2.659 0.009 -0.926
H3 -2.915 0.212 0.811
H4 3.133 0.970 0.223
H5 2.070 1.525 1.393
H6 2.243 -1.053 -0.928
H7 0.795 -0.684 -1.619
H8 -0.788 -2.690 0.775

---

Record 6
This record from the OMol25 dataset describes an isolated molecule of C3H8N4O. The level of theory is ωB97M-V/def2-TZVPD.

Its multiplicity is 1. The energy above the lowest of the compared OMol25 structures with the same formula, charge and spin comes out at 529.60 kJ/mol. The calculation puts the HOMO-LUMO gap (alpha / beta) at 7.7 / 7.7 eV. As for the SMILES: C/N=N/C(=O)N(C)N.

Positions of all 16 atoms, in Å:
C1 0.965 2.007 0.222
N1 -0.116 1.172 0.734
N2 -1.229 1.288 -0.011
C2 -1.696 0.050 -0.112
O1 -2.742 -0.510 -0.302
N3 -0.327 -0.740 0.158
C3 0.414 -1.051 -1.060
N4 -0.406 -1.826 1.014
H1 0.817 3.010 0.634
H2 0.978 2.086 -0.870
H3 1.915 1.625 0.600
H4 -0.139 -1.788 -1.649
H5 0.521 -0.138 -1.642
H6 1.403 -1.445 -0.812
H7 -0.874 -1.546 1.871
H8 0.517 -2.196 1.224

---

Record 7
This record from the OMol25 dataset describes a structure of composition C3H8N4O. The level of theory is ωB97M-V/def2-TZVPD.

Its multiplicity is 1. The energy above the lowest of the compared OMol25 structures with the same formula, charge and spin comes out at 552.37 kJ/mol. The calculation puts the HOMO-LUMO gap at 9.1 eV.

Positions of all 16 atoms, in Å:
C1 1.429 -1.266 0.531
C2 -1.813 -0.266 -0.860
C3 -0.582 -0.315 0.012
N1 0.833 1.777 0.051
O1 -0.853 -0.017 1.358
N2 0.513 0.572 -0.560
N3 1.542 -0.399 -0.601
N4 0.197 -1.516 -0.179
H1 -1.068 0.926 1.406
H2 1.015 2.485 -0.651
H3 1.603 1.703 0.712
H4 2.126 -2.095 0.461
H5 1.392 -0.815 1.526
H6 -2.260 0.728 -0.823
H7 -1.542 -0.502 -1.886
H8 -2.532 -1.000 -0.496

---

Record 8
This record from the OMol25 dataset describes an isolated molecule of C3H8N4O2. The level of theory is ωB97M-V/def2-TZVPD.

The expectation value of S² is 2.0080. Its multiplicity is 3. The energy above the lowest of the compared OMol25 structures with the same formula, charge and spin comes out at 75.19 kJ/mol. The calculation puts the HOMO-LUMO gap (alpha / beta) at 6.3 / 8.3 eV.

Positions of all 17 atoms, in Å:
C1 -0.618 1.411 0.087
C2 -1.365 0.884 1.325
C3 -0.147 -0.996 0.683
N1 0.962 0.401 -1.282
N2 -0.129 0.257 -0.616
N3 1.573 -0.507 -1.844
N4 -0.618 -0.256 1.870
O1 1.088 -1.866 -1.581
O2 2.555 -0.354 -2.536
H1 -1.221 2.029 -0.467
H2 0.236 2.120 0.440
H3 -1.580 1.596 2.041
H4 -2.212 0.471 0.796
H5 -0.945 -1.539 0.325
H6 0.837 -1.331 0.829
H7 0.310 0.046 2.286
H8 1.277 -2.367 -2.358

---

Record 9
This record from the OMol25 dataset describes an isolated molecule of C3H8N4S. The level of theory is ωB97M-V/def2-TZVPD.

Its multiplicity is 1. The energy above the lowest of the compared OMol25 structures with the same formula, charge and spin comes out at 472.01 kJ/mol. The calculation puts the HOMO-LUMO gap at 8.8 eV. As for the SMILES: C/C=N/NC(=S)NN.

Positions of all 16 atoms, in Å:
C1 3.582 -0.430 0.141
C2 2.097 -0.071 -0.354
N1 1.338 -0.983 0.023
N2 -0.140 -0.926 -0.210
C3 -0.963 0.235 -0.063
S1 -0.187 1.594 0.196
N3 -2.321 0.108 -0.480
N4 -2.964 -1.056 0.337
H1 3.998 0.206 1.124
H2 4.200 -0.252 -0.761
H3 3.583 -1.368 0.559
H4 1.894 0.973 -0.838
H5 -0.609 -1.706 0.433
H6 -2.918 0.945 -0.590
H7 -3.601 -1.728 -0.382
H8 -3.236 -0.984 1.270

---

Record 10
This record from the OMol25 dataset describes an isolated molecule of C3H8N4S. The level of theory is ωB97M-V/def2-TZVPD.

Its multiplicity is 1. The energy above the lowest of the compared OMol25 structures with the same formula, charge and spin comes out at 180.95 kJ/mol. The calculation puts the HOMO-LUMO gap at 8.9 eV. As for the SMILES: C/C=N/NC(=S)NN.

Positions of all 16 atoms, in Å:
C1 -1.599 -2.270 -1.780
C2 -0.925 -1.378 -0.757
N1 -0.297 -0.361 -1.142
N2 0.303 0.533 -0.298
C3 0.405 0.454 1.076
S1 -0.231 -0.592 2.216
N3 1.306 1.398 1.552
N4 1.482 2.645 0.925
H1 -2.700 -2.235 -1.671
H2 -1.285 -3.324 -1.754
H3 -1.288 -1.791 -2.707
H4 -1.067 -1.729 0.297
H5 0.966 1.129 -0.779
H6 1.579 1.286 2.527
H7 2.464 2.893 0.909
H8 0.888 3.342 1.386

---

Record 11
This record from the OMol25 dataset describes the ion C3H8N5 with charge +1. The level of theory is ωB97M-V/def2-TZVPD.

Its multiplicity is 1. The energy above the lowest of the compared OMol25 structures with the same formula, charge and spin comes out at 899.95 kJ/mol. The calculation puts the HOMO-LUMO gap (alpha / beta) at 9.8 / 7.0 eV. The charge is +1.

Positions of all 16 atoms, in Å:
C1 0.073 -1.761 -0.557
C2 0.949 0.434 -0.277
C3 0.833 -0.991 0.331
N1 -1.627 -0.582 -0.920
N2 -0.042 1.144 -0.584
N3 2.193 0.843 -0.416
N4 -1.655 0.630 1.210
N5 -1.412 0.591 -0.339
H1 0.078 -2.652 -1.008
H2 -0.034 -0.765 1.112
H3 1.646 -1.496 0.721
H4 2.897 0.095 -0.305
H5 2.509 1.692 -0.715
H6 -1.806 1.552 1.417
H7 -2.498 0.020 1.140
H8 -2.104 1.246 -0.810

---

Record 12
This record from the OMol25 dataset describes a cluster of 3 separate species, C3H8N5O2 in total. The level of theory is ωB97M-V/def2-TZVPD.

Its multiplicity is 1. The energy above the lowest of the compared OMol25 structures with the same formula, charge and spin comes out at 150.06 kJ/mol. The calculation puts the HOMO-LUMO gap (alpha / beta) at 7.9 / 8.0 eV. The charge is +1.

Positions of all 18 atoms, in Å:
C1 -1.487 0.525 -0.346
C2 4.339 -0.220 -0.286
C3 -0.331 2.676 -0.127
N1 -1.499 -0.667 -0.402
N2 -0.340 1.436 0.160
N3 0.308 -2.840 -0.243
N4 0.639 0.918 0.894
N5 0.113 -1.829 0.507
O1 5.472 -0.335 -0.403
O2 3.198 -0.014 -0.147
H1 -2.225 1.301 -0.674
H2 -1.046 3.025 -0.741
H3 0.382 3.258 0.214
H4 0.862 -2.653 -1.077
H5 -0.262 -3.628 -0.466
H6 0.475 -0.143 0.870
H7 1.554 1.297 0.714
H8 -0.502 -1.873 1.316

---

Record 13
This record from the OMol25 dataset describes a structure of composition C3H8N5S. The level of theory is ωB97M-V/def2-TZVPD.

The expectation value of S² is 2.0231. Its multiplicity is 3. The energy above the lowest of the compared OMol25 structures with the same formula, charge and spin comes out at 139.26 kJ/mol. The calculation puts the HOMO-LUMO gap (alpha / beta) at 7.6 / 6.2 eV. The charge is +1.

Positions of all 17 atoms, in Å:
C1 -0.010 0.576 -0.225
C2 1.135 1.246 -0.811
C3 -0.981 -1.462 0.622
N1 3.406 -1.482 -0.216
N2 2.347 -0.937 -0.047
N3 0.077 -0.736 0.041
N4 1.176 -1.434 -0.143
N5 -1.062 1.282 0.181
S1 2.454 1.233 0.523
H1 1.602 0.864 -1.749
H2 1.170 2.358 -1.070
H3 -1.080 -2.442 0.231
H4 -1.079 -1.325 1.668
H5 -1.841 -0.857 0.329
H6 4.287 -1.012 0.008
H7 -1.306 2.165 -0.265
H8 -1.916 0.728 0.366

---

Record 14
This record from the OMol25 dataset describes a cluster of 2 separate species, C3H8NO in total. The level of theory is ωB97M-V/def2-TZVPD.

The expectation value of S² is 0.7545. Its multiplicity is 2. The energy above the lowest of the compared OMol25 structures with the same formula, charge and spin comes out at 101.48 kJ/mol. The calculation puts the HOMO-LUMO gap (alpha / beta) at 10.9 / 7.8 eV.

Positions of all 13 atoms, in Å:
C1 -2.152 0.485 2.068
N1 -1.089 1.145 2.198
H1 -2.936 0.618 2.810
H2 -2.309 -0.227 1.255
H3 -0.492 0.946 1.379
C2 1.101 -0.210 -0.469
O1 -0.192 -0.056 -0.066
C3 1.199 -0.519 -1.956
H4 1.627 -1.004 0.085
H5 1.672 0.716 -0.275
H6 2.202 -0.828 -2.236
H7 0.828 0.290 -2.585
H8 0.542 -1.358 -2.208

---

Record 15
This record from the OMol25 dataset describes a cluster of 2 separate species, C3H8NO in total. The level of theory is ωB97M-V/def2-TZVPD.

The expectation value of S² is 0.7526. Its multiplicity is 2. The energy above the lowest of the compared OMol25 structures with the same formula, charge and spin comes out at 248.09 kJ/mol. The calculation puts the HOMO-LUMO gap (alpha / beta) at 6.0 / 10.4 eV.

Positions of all 13 atoms, in Å:
C1 -1.022 -2.160 -0.614
N1 0.160 -1.838 -0.414
H1 -1.612 -1.452 -1.055
H2 -1.273 -3.164 -0.729
H3 0.277 -0.829 -0.562
H4 0.805 -2.344 -0.905
C2 0.585 2.426 1.078
C3 0.696 1.118 0.608
O1 -0.077 0.727 -0.608
H5 0.802 2.542 2.127
H6 0.521 3.254 0.345
H7 0.887 0.248 1.321
H8 -0.750 1.471 -0.592

---

Record 16
This record from the OMol25 dataset describes a cluster of 2 separate species, C3H8NO in total. The level of theory is ωB97M-V/def2-TZVPD.

Its multiplicity is 1. The energy above the lowest of the compared OMol25 structures with the same formula, charge and spin comes out at 178.29 kJ/mol. The calculation puts the HOMO-LUMO gap at 8.2 eV. The charge is +1.

Positions of all 13 atoms, in Å:
C1 0.875 -1.700 1.590
N1 -0.332 -1.519 1.242
H1 1.234 -2.588 2.091
H2 1.547 -0.980 1.144
H3 -0.706 -0.636 0.852
H4 -1.170 -1.985 1.602
C2 0.483 1.976 -0.896
C3 -0.706 1.460 -1.187
O1 -0.984 0.098 -0.882
H5 0.663 2.917 -1.414
H6 1.377 1.404 -0.707
H7 -1.494 1.928 -1.754
H8 -0.786 -0.375 -1.681